Here is a gas-phase ion, C4H9N2O2 (charge +1) at a distorted geometry from the Open Molecules 2025 dataset. Energies are from wB97M-V/def2-TZVPD.

The energy relative to the best compared isomer or geometry (same formula, charge and spin) is 110.9 kcal/mol. As for the net charge: +1. Its spin multiplicity is 1.

XYZ file:
```
17
Properties=species:S:1:pos:R:3:lowdin_charge:R:1
C 0.095 -1.479 -0.316 -0.122
C -1.059 0.269 1.103 -0.080
C 2.111 -0.087 -0.189 0.042
C -1.042 1.123 -0.057 -0.422
N -0.586 -1.154 0.802 0.036
N 1.344 -0.993 -0.749 -0.010
O -1.259 0.421 -1.145 0.150
O -0.509 2.328 -0.187 0.120
H -0.407 -2.155 -0.976 0.138
H -0.309 0.664 1.953 0.178
H -2.045 -0.060 1.490 0.151
H 2.833 0.559 -0.765 0.120
H 1.732 0.008 0.834 0.083
H -1.363 -1.741 0.948 0.118
H 1.565 -1.419 -1.630 0.156
H -0.925 0.988 -1.821 0.138
H -0.175 2.728 0.706 0.204
```

Here is 3 unconnected molecules or ions with the total composition C26H47BrFN5O5P at a distorted geometry from the Open Molecules 2025 dataset. Energies are from wB97M-V/def2-TZVPD.

As for the net charge: +1. As for the expectation value of S²: 2.008. Its spin multiplicity is 3.

XYZ file:
```
86
Properties=species:S:1:pos:R:3:lowdin_charge:R:1
C -0.905 1.436 -2.976 -0.068
C -1.791 2.620 -2.597 -0.193
C -1.800 3.713 -3.653 -0.268
F -3.026 3.821 -4.277 0.032
N -1.471 5.045 -3.127 0.078
C -0.344 5.748 -3.518 -0.245
O 0.540 5.312 -4.417 0.137
C -0.305 6.876 -2.780 -0.275
N 0.624 7.911 -2.797 0.195
C 1.753 7.643 -2.382 -0.230
O 2.818 7.467 -1.970 0.260
N -1.423 6.851 -1.978 -0.395
Br -1.812 8.228 -0.829 0.965
C -2.135 5.733 -2.191 -0.339
P -3.685 5.080 -1.374 0.939
C -4.906 5.644 -2.582 -0.229
O -3.994 6.164 -0.207 -0.343
H -1.128 0.599 -2.321 0.061
H -1.008 1.159 -4.023 0.083
H 0.139 1.697 -2.804 0.086
H -2.813 2.322 -2.378 0.110
H -1.402 3.046 -1.672 0.103
H -1.060 3.505 -4.424 0.154
H 0.189 5.398 -5.313 0.148
H -4.530 5.514 -3.593 0.039
H -5.116 6.700 -2.423 0.057
H -5.801 5.043 -2.457 0.052
H -3.616 5.879 0.633 0.057
C -2.232 -2.148 2.213 -0.016
C -1.412 -1.090 1.436 -0.469
C -0.110 -0.774 2.173 -0.135
C -0.305 0.062 3.436 -0.164
C -1.109 1.325 3.134 -0.133
C -2.438 1.036 2.436 -0.492
N -2.210 0.164 1.239 -0.085
O -1.784 0.851 0.241 -0.048
C -3.419 0.388 3.425 -0.030
C -3.085 2.338 1.981 -0.055
C -1.079 -1.698 0.083 -0.040
H -2.057 -3.137 1.795 0.086
H -1.969 -2.198 3.269 0.076
H -3.302 -1.959 2.137 0.082
H 0.558 -0.233 1.495 0.122
H 0.385 -1.717 2.410 0.116
H -0.797 -0.524 4.216 0.105
H 0.671 0.341 3.838 0.115
H -1.312 1.874 4.056 0.125
H -0.506 1.984 2.500 0.122
H -4.332 0.074 2.917 0.093
H -3.694 1.118 4.186 0.090
H -3.008 -0.470 3.948 0.064
H -2.416 2.925 1.352 0.061
H -3.336 2.932 2.860 0.086
H -4.002 2.146 1.422 0.091
H -1.983 -1.901 -0.496 0.097
H -0.554 -2.638 0.248 0.068
H -0.424 -1.060 -0.508 0.070
C 4.766 -3.293 -0.604 -0.025
C 3.755 -3.365 0.565 -0.480
C 4.389 -4.039 1.784 -0.134
C 4.571 -5.547 1.629 -0.169
C 3.256 -6.213 1.229 -0.131
C 2.619 -5.589 -0.012 -0.494
N 2.518 -4.103 0.157 -0.086
O 1.514 -3.788 0.896 -0.043
C 3.434 -5.957 -1.262 -0.033
C 1.223 -6.157 -0.225 -0.041
C 3.382 -1.932 0.921 -0.046
H 5.236 -2.311 -0.635 0.080
H 5.566 -4.026 -0.519 0.075
H 4.274 -3.436 -1.565 0.081
H 3.758 -3.853 2.659 0.125
H 5.350 -3.560 1.983 0.127
H 5.350 -5.769 0.895 0.103
H 4.917 -5.967 2.574 0.115
H 3.413 -7.277 1.041 0.127
H 2.554 -6.140 2.066 0.126
H 3.057 -5.430 -2.140 0.091
H 3.337 -7.026 -1.448 0.090
H 4.497 -5.751 -1.170 0.062
H 0.594 -6.038 0.654 0.079
H 1.304 -7.222 -0.440 0.089
H 0.728 -5.674 -1.069 0.092
H 2.883 -1.438 0.085 0.093
H 4.295 -1.384 1.153 0.089
H 2.730 -1.882 1.790 0.064
```

Here is a molecular structure, C25H45Cl34INNbO3PS at a distorted geometry from the Open Molecules 2025 dataset. Energies are from wB97M-V/def2-TZVPD.

As for the net charge: -1. Its spin multiplicity is 1.

XYZ file:
```
112
Properties=species:S:1:pos:R:3:lowdin_charge:R:1
C -3.907 3.380 0.621 -0.149
C -3.728 2.374 -0.038 -0.348
Nb -3.010 0.595 -1.249 1.254
C -2.334 -1.194 -2.476 -0.550
S -0.922 -2.101 -1.886 0.545
O -0.302 -1.558 -0.709 -0.408
O -1.318 -3.491 -1.710 -0.439
C -1.347 1.882 -2.166 -0.362
C -1.548 3.227 -2.489 -0.160
C -0.609 4.045 -3.076 -0.082
C 0.623 3.438 -3.306 -0.125
C 0.750 2.117 -2.950 -0.286
N -0.150 1.317 -2.424 0.037
P -4.618 1.224 -3.207 0.203
O -4.944 2.870 -3.227 -0.537
I -6.826 0.149 -2.924 0.281
H -3.788 4.139 1.391 -0.138
H -4.420 -0.357 -0.567 -0.117
H -2.077 0.146 0.172 -0.134
H -3.185 -1.892 -2.551 -0.091
H -2.124 -0.840 -3.497 0.016
H 0.014 -2.057 -2.885 0.053
H -2.524 3.655 -2.256 0.062
H -0.806 5.080 -3.338 0.100
H 1.443 4.006 -3.736 0.059
H 1.734 1.670 -3.132 -0.153
H -4.319 3.282 -3.839 0.009
C -8.560 3.058 -5.004 -1.048
Cl -10.065 2.203 -5.369 0.480
Cl -7.367 2.843 -6.290 0.480
H -8.774 4.115 -4.901 0.023
H -8.152 2.667 -4.077 -0.047
C 1.092 -4.628 -1.289 -1.010
Cl 1.705 -5.822 -0.132 0.484
Cl 1.359 -5.162 -2.960 0.529
H 0.027 -4.493 -1.130 -0.026
H 1.610 -3.687 -1.135 0.024
C -5.692 -3.017 -5.284 -1.015
Cl -4.313 -2.712 -4.223 0.574
Cl -6.962 -3.930 -4.457 0.485
H -6.100 -2.063 -5.604 0.010
H -5.354 -3.588 -6.142 0.022
C -1.841 -1.139 2.962 -1.002
Cl -2.270 0.459 2.379 0.494
Cl -2.993 -2.342 2.360 0.482
H -0.851 -1.383 2.590 0.026
H -1.844 -1.155 4.048 0.019
C 4.759 -3.571 -3.076 -1.064
Cl 5.407 -3.257 -4.694 0.489
Cl 6.045 -4.037 -1.952 0.513
H 4.271 -2.668 -2.711 -0.070
H 4.036 -4.378 -3.137 -0.018
C -1.288 6.378 2.889 -0.983
Cl -0.562 5.504 4.242 0.481
Cl -2.366 5.329 1.942 0.624
H -1.852 7.219 3.278 -0.013
H -0.498 6.731 2.235 0.004
C 3.523 0.305 -4.519 -0.879
Cl 2.898 -1.074 -3.602 0.604
Cl 3.200 1.826 -3.685 0.679
H 4.595 0.187 -4.639 0.030
H 3.040 0.327 -5.489 0.041
C 4.892 4.119 -0.838 -1.043
Cl 6.125 2.944 -1.322 0.505
Cl 3.725 4.405 -2.135 0.513
H 4.364 3.736 0.027 -0.015
H 5.378 5.053 -0.592 -0.022
C 9.565 -4.730 -3.869 -1.014
Cl 10.721 -4.175 -2.653 0.504
Cl 10.146 -6.188 -4.690 0.521
H 8.621 -4.955 -3.383 -0.006
H 9.425 -3.946 -4.604 0.025
C -1.029 8.168 7.445 -1.044
Cl -1.798 8.319 5.859 0.522
Cl -0.913 6.479 7.950 0.501
H -0.031 8.586 7.392 -0.046
H -1.620 8.712 8.174 0.018
C 2.021 -7.716 3.523 -1.086
Cl 3.154 -7.806 2.166 0.490
Cl 2.274 -9.039 4.676 0.482
H 2.168 -6.772 4.037 0.028
H 1.010 -7.771 3.128 -0.099
C -1.597 -6.224 3.689 -0.978
Cl -0.468 -6.338 2.336 0.534
Cl -1.349 -7.541 4.852 0.521
H -1.441 -5.277 4.195 0.030
H -2.606 -6.280 3.307 -0.056
C 8.940 -8.956 -2.487 -1.038
Cl 8.655 -8.307 -0.868 0.501
Cl 10.008 -10.367 -2.443 0.491
H 7.990 -9.251 -2.918 0.028
H 9.404 -8.186 -3.093 -0.049
C -3.537 -5.795 0.021 -0.971
Cl -4.197 -5.415 1.617 0.529
Cl -2.522 -7.245 0.019 0.498
H -4.366 -5.940 -0.661 0.028
H -2.925 -4.959 -0.310 0.009
C 1.143 9.219 10.810 -1.005
Cl -0.326 10.171 11.053 0.506
Cl 1.706 9.310 9.137 0.545
H 1.921 9.601 11.461 0.024
H 0.932 8.182 11.049 0.028
C -4.407 1.846 5.600 -1.032
Cl -5.485 1.203 4.358 0.507
Cl -3.134 2.852 4.902 0.481
H -4.989 2.449 6.290 0.018
H -3.947 1.017 6.127 0.020
C 2.437 6.614 1.163 -1.002
Cl 3.853 7.119 0.224 0.537
Cl 2.612 4.977 1.800 0.549
H 2.312 7.297 1.995 0.023
H 1.565 6.646 0.519 0.027
```

Here is a molecular structure, C12H6Cl4O5S2Ta from the Open Molecules 2025 dataset. Energies are from wB97M-V/def2-TZVPD.

The energy relative to the best compared isomer or geometry (same formula, charge and spin) is 0.0 kcal/mol. As for the net charge: +1. Its spin multiplicity is 1.

XYZ file:
```
30
Properties=species:S:1:pos:R:3:lowdin_charge:R:1
Ta 0.119 1.274 -0.269 1.290
Cl 5.753 0.648 4.508 0.744
C 4.409 1.028 3.504 -0.647
C 3.946 0.073 2.608 -0.094
C 2.869 0.411 1.817 -0.531
Cl 2.199 -0.694 0.657 0.813
C 2.261 1.656 1.901 -0.379
O 1.205 1.912 1.085 -0.329
C 2.738 2.598 2.800 -0.583
Cl 1.983 4.136 2.895 0.778
C 3.818 2.280 3.606 -0.094
H 4.414 -0.897 2.535 0.122
H 4.197 3.007 4.309 0.121
S -1.201 3.112 -0.652 0.748
C -1.455 2.155 -2.130 -0.687
C -2.784 1.964 -2.566 -0.092
C -3.039 1.256 -3.710 -0.035
C -1.985 0.676 -4.433 -0.031
C -0.692 0.799 -3.997 -0.092
C -0.395 1.559 -2.849 -0.688
S 1.278 1.570 -2.268 0.717
H -3.590 2.405 -1.995 0.118
H -4.058 1.140 -4.053 0.123
H -2.195 0.114 -5.332 0.123
H 0.119 0.324 -4.531 0.118
O -2.708 -1.183 -0.516 -0.185
Cl -1.431 -1.093 0.045 0.760
O -1.318 0.163 0.890 -0.431
O -0.992 -2.208 0.762 -0.191
O -0.413 -0.707 -1.011 -0.485
```

Here is a single C15H23BCl4O3Si molecule at a distorted geometry from the Open Molecules 2025 dataset. Energies are from wB97M-V/def2-TZVPD.

Its spin multiplicity is 1.

XYZ file:
```
47
Properties=species:S:1:pos:R:3:lowdin_charge:R:1
Cl -4.401 -3.458 -1.628 0.473
B -2.542 -3.321 -1.599 -1.840
Cl -1.659 -4.949 -1.398 0.468
Cl -1.978 -2.673 -3.376 0.430
O -2.169 -2.387 -0.591 -0.159
C -1.032 -1.567 -0.604 -0.280
C -0.211 -1.846 0.670 -0.145
C 1.162 -1.610 0.685 -0.033
C 1.829 -1.564 1.916 -0.103
C 1.097 -1.743 3.102 -0.688
Cl 1.862 -1.456 4.612 0.678
C -0.245 -2.149 3.068 -0.074
C -0.877 -2.267 1.829 -0.002
H -0.400 -1.829 -1.477 0.112
H 1.701 -1.491 -0.260 0.115
H 2.901 -1.361 1.961 0.108
H -0.778 -2.362 3.992 0.112
H -1.907 -2.616 1.761 0.139
C -2.310 0.285 -1.870 0.002
C -1.444 -0.085 -0.657 -0.370
C -2.192 0.306 0.623 -0.001
C -0.189 0.714 -0.668 -0.319
O 0.117 1.366 0.398 0.008
Si 1.537 2.453 0.466 0.536
C 1.796 2.406 2.296 -0.137
C 2.939 1.671 -0.453 -0.143
C 0.968 4.069 -0.226 -0.142
O 0.543 0.927 -1.729 -0.021
C 0.648 -0.054 -2.863 0.064
H -3.278 0.646 -1.503 0.104
H -1.835 1.071 -2.464 0.096
H -2.492 -0.602 -2.490 0.018
H -3.148 -0.242 0.639 0.119
H -1.630 0.069 1.534 0.088
H -2.400 1.386 0.600 0.105
H 2.710 2.972 2.535 0.047
H 0.957 2.874 2.831 0.050
H 1.916 1.384 2.686 0.033
H 3.865 2.140 -0.081 0.053
H 3.021 0.589 -0.277 0.039
H 2.882 1.853 -1.535 0.045
H 1.831 4.755 -0.233 0.050
H 0.595 3.961 -1.257 0.046
H 0.170 4.516 0.386 0.050
H 1.105 0.523 -3.668 0.110
H 1.301 -0.872 -2.542 0.105
H -0.339 -0.434 -3.140 0.055
```

E_tot values, unit Eh, following the record order: -417.40456, -4683.74971, -18000.43294, -3530.86269, -2966.39175.